Molecular formula: C59H107O32P3
Method: DFT, ωB97M-V/def2-TZVPD

Element x y z (Å)
C 0.28197 6.33221 -1.39567
C -0.50526 5.64042 -2.31389
C -0.50739 4.25056 -2.37267
C 0.38861 3.56057 -1.53988
C 1.12944 4.25060 -0.59787
C 1.19093 5.64937 -0.60538
O 2.13323 6.30121 0.13829
O -1.28267 3.54303 -3.25474
H 0.12526 7.40175 -1.28448
H -1.04374 6.22207 -3.06160
H 0.34612 2.49075 -1.71098
H 1.81058 3.71650 0.05912
H 2.42131 5.73577 0.90169
H -1.44873 4.05022 -4.05591
C -4.32317 -2.78548 2.82096
C -5.58734 -2.92346 2.29685
C -6.55617 -2.00465 2.65899
C -6.20585 -0.84497 3.35932
C -4.89863 -0.67736 3.80300
C -3.94797 -1.66395 3.53442
O -2.57735 -1.40558 3.63834
O -7.81794 -2.18815 2.15311
H -3.60544 -3.56059 2.55940
H -5.79501 -3.70390 1.57651
H -6.98553 -0.09499 3.43254
H -4.60440 0.13870 4.45259
H -2.26722 -2.04631 2.97372
H -8.47228 -1.59032 2.52337
C -2.16157 -4.37316 0.40971
C -2.47115 -5.73073 0.48601
C -1.85042 -6.51668 1.43877
C -0.92521 -5.91821 2.29313
C -0.58146 -4.59137 2.19741
C -1.23304 -3.78985 1.24529
O -0.96373 -2.42174 1.21586
O -2.02306 -7.85914 1.54413
H -2.71421 -3.67175 -0.21255
H -3.14002 -6.09701 -0.28670
H -0.47405 -6.56021 3.04438
H 0.19186 -4.13891 2.80580
H 0.01351 -2.42722 0.99108
H -2.68182 -8.18946 0.92662
C -2.32118 1.32776 -5.79495
C -3.60806 1.72753 -5.52380
C -4.41784 0.92542 -4.70877
C -3.94294 -0.29344 -4.30210
C -2.63821 -0.70329 -4.55584
C -1.80410 0.14150 -5.26708
O -0.53656 -0.19032 -5.57056
O -5.57936 1.45542 -4.22694
H -1.57695 2.00803 -6.19470
H -3.93904 2.75757 -5.60551
H -4.56770 -0.94380 -3.68940
H -2.16623 -1.53635 -4.04612
H -0.10310 -0.76177 -4.92978
H -5.84042 0.82081 -3.53497
C 4.87096 4.15852 -2.03587
C 4.09162 3.29198 -2.77680
C 2.90990 3.72092 -3.35850
C 2.52542 5.03245 -3.23237
C 3.23537 5.92465 -2.43690
C 4.42457 5.46586 -1.88133
O 5.11684 6.29337 -1.02282
O 2.23389 2.79174 -4.09037
H 5.82663 3.85692 -1.63720
H 4.43570 2.27066 -2.88265
H 1.58306 5.32760 -3.69161
H 3.03565 6.98527 -2.45939
H 5.15784 7.21348 -1.29042
H 1.33038 3.03625 -4.31016
C 2.89021 -2.71897 2.99980
O 2.83252 -1.51508 3.80101
P 4.19777 -1.07562 4.46704
O 4.87205 -1.98587 5.38919
O 5.18294 -0.57977 3.30815
C 4.62762 0.13525 2.21870
O 3.86549 0.33272 5.13849
C 3.56068 0.34591 6.56823
H 2.25010 -3.47389 3.44001
H 3.90599 -3.10812 2.90016
H 2.59891 -2.40591 1.99588
H 4.93448 1.18489 2.22718
H 3.53653 0.17226 2.24463
H 4.92653 -0.28613 1.26065
H 2.79394 -0.41804 6.69742
H 3.12927 1.32751 6.76140
H 4.42938 0.24087 7.20865
C 0.39684 -5.12788 -1.34229
O -0.09855 -4.33043 -2.41057
P 0.62496 -4.23512 -3.82517
O 1.93497 -4.86412 -3.89305
O -0.49272 -4.74770 -4.81928
C -1.83439 -4.24133 -4.75137
O 0.59661 -2.65702 -4.06933
C 1.48842 -1.88687 -3.25261
H -0.36630 -5.83728 -1.02400
H 0.51480 -4.46762 -0.47584
H 1.35250 -5.60426 -1.53398
H -2.54344 -5.04274 -4.93239
H -1.91687 -3.39743 -5.43418
H -2.05578 -3.87662 -3.74165
H 1.48428 -2.20580 -2.20568
H 1.19602 -0.84248 -3.34142
H 2.52941 -1.98935 -3.56798
C 3.37035 0.03618 -1.55096
O 2.35380 0.61885 -0.70363
P 1.04544 -0.20744 -0.40430
O 1.25581 -1.63215 -0.07164
O 0.30222 0.63755 0.68810
C 0.51428 0.37985 2.11970
O 0.16498 -0.04824 -1.69837
C -1.03296 -0.84635 -1.89348
H 3.32545 0.55484 -2.50952
H 3.17049 -1.02859 -1.68282
H 4.35572 0.18563 -1.11976
H 0.88321 1.28725 2.57719
H 1.14374 -0.48991 2.30370
H -0.48236 0.08720 2.45445
H -1.69893 -0.83241 -1.03651
H -0.72783 -1.84364 -2.21938
H -1.51936 -0.39705 -2.76273
C 5.02998 4.26735 1.70190
O 4.61553 3.39359 2.74887
C 3.24955 3.15950 2.80157
C 2.50798 4.29605 3.46557
O 2.55213 5.48609 2.68312
C 1.96398 6.56157 3.40093
H 4.78795 3.76378 0.74736
H 6.11079 4.29337 1.82557
H 4.58268 5.25900 1.62230
H 2.94374 2.25151 3.31333
H 2.89327 3.10920 1.75849
H 2.97944 4.55534 4.43041
H 1.48246 4.07300 3.80519
H 0.87784 6.49586 3.44072
H 2.23914 7.46454 2.86110
H 2.42837 6.57511 4.38838
C 3.55987 -0.11132 -5.22459
O 3.77127 -1.29221 -5.92893
C 4.35891 -1.01923 -7.18110
C 4.59925 -2.23136 -8.03210
O 5.39989 -3.20498 -7.39468
C 4.78425 -3.96788 -6.38264
H 2.99918 0.60064 -5.83978
H 4.51457 0.36704 -4.95508
H 3.04022 -0.22090 -4.27602
H 5.24177 -0.37170 -7.01908
H 3.75271 -0.29138 -7.76660
H 5.15505 -1.93392 -8.91541
H 3.67209 -2.74648 -8.30432
H 5.52448 -4.65750 -5.98560
H 3.93399 -4.53051 -6.79588
H 4.41067 -3.35268 -5.56363
C -2.97288 6.55622 1.97808
O -3.63198 5.55435 1.21065
C -3.05314 4.26676 1.33317
C -3.70049 3.51384 2.50665
O -3.16822 3.83441 3.75212
C -2.30171 2.88115 4.31284
H -3.37416 6.44891 2.99373
H -3.21722 7.55412 1.61614
H -1.88728 6.45880 1.95316
H -1.98725 4.37795 1.56968
H -3.19420 3.75429 0.38496
H -3.78936 2.44150 2.31191
H -4.71703 3.92007 2.48377
H -2.86295 2.00480 4.64512
H -1.86139 3.33046 5.20733
H -1.46141 2.69473 3.64037
C 3.43079 -4.70007 6.21846
O 2.48403 -5.30852 5.35772
C 1.30739 -5.64894 5.99511
C 0.33299 -4.47840 6.25025
O 0.45259 -3.46840 5.28195
C -0.09905 -2.23242 5.66965
H 4.22379 -4.32888 5.58012
H 3.86843 -5.40155 6.93844
H 2.95486 -3.86503 6.74034
H 1.49168 -6.21308 6.91611
H 0.76983 -6.34028 5.34017
H 0.47014 -4.16067 7.29096
H -0.67914 -4.88172 6.11067
H 0.11586 -1.45461 4.93353
H 0.27109 -1.86167 6.63597
H -1.19742 -2.29707 5.70115
C -3.97898 1.08158 -0.06502
O -4.72232 0.23085 -0.93833
C -5.59445 -0.64300 -0.24029
C -6.27705 -1.49754 -1.27978
O -6.87606 -0.74704 -2.28035
C -7.89228 -1.46263 -2.98569
H -3.06830 1.30909 -0.62014
H -3.75712 0.62080 0.90605
H -4.56491 1.98736 0.12637
H -6.24350 -0.13543 0.48849
H -5.01529 -1.36867 0.35715
H -7.00539 -2.13027 -0.75195
H -5.48324 -2.13113 -1.69631
H -8.72088 -1.60434 -2.28412
H -7.51270 -2.43596 -3.33965
H -8.15410 -0.95811 -3.91319

Atoms 1-3, force components in eV/Å:
C -0.1675 0.2528 -0.0223
C -0.2472 -0.0204 -0.1567
C 1.0563 0.9004 0.2981

Computed properties:
ΔE to the lowest compared entry with this formula, charge and spin, kJ/mol: 0.00
Total charge: 0
Electronic energy, hartree: -5744.0553
Kohn-Sham gap, eV: 8.06
LUMO energy, eV: 0.25
Spin multiplicity: 1

Results of the Löwdin charge analysis, in e, for atoms 1 through 8: C -0.03; C -0.04; C -0.34; C -0.01; C 0.00; C -0.35; O 0.02; O 0.04



Molecular formula: C24H45InNO2P2
Method: DFT, ωB97M-V/def2-TZVPD

Element x y z (Å)
In -0.05649 -0.02742 -0.10059
C 2.12254 -0.69683 0.59692
C 2.30474 0.49817 -0.26060
C 1.06379 1.14784 1.65267
C 1.42757 -0.26205 1.80251
C 1.63078 1.65434 0.39697
C 2.89339 -1.98673 0.42850
H 3.05668 -2.28684 -0.62618
H 2.43209 -2.85999 0.92549
H 3.90560 -1.88359 0.87603
C 1.30920 -1.03746 3.06294
H 1.64294 -2.08542 2.98417
H 0.28494 -1.05693 3.48807
H 1.94512 -0.57966 3.84289
C 0.46930 2.01503 2.73119
H 1.26982 2.52040 3.31030
H -0.12515 1.44109 3.46531
H -0.19872 2.82139 2.36436
C 1.95258 3.10709 0.25320
H 2.89151 3.30239 0.80859
H 1.20564 3.77679 0.72019
H 2.13112 3.51745 -0.76031
C 3.50664 0.57994 -1.08374
H 4.38309 0.54710 -0.40492
H 3.62969 1.51469 -1.64480
H 3.66345 -0.27082 -1.77479
C -0.20465 -0.41817 -3.75842
C 1.10690 -0.72582 -3.60325
C 2.11352 -0.54553 -4.69173
C 2.46544 0.94705 -4.89885
C 1.70100 1.88408 -4.00106
C 0.40664 2.17692 -4.22522
C -0.38770 1.55286 -5.32920
C -0.77552 0.08398 -5.04535
H 1.73646 -0.97379 -5.63316
H 2.23941 1.19931 -5.94812
H 3.02420 -1.13479 -4.45946
H -0.45578 -0.55284 -5.88213
H -0.96195 -0.44570 -2.96684
H 1.56815 -1.08723 -2.67600
H -1.87803 -0.01647 -5.01661
H -1.27041 2.17234 -5.56424
H -0.04989 3.06319 -3.75993
H 0.19392 1.58146 -6.26383
H 3.55332 1.12139 -4.84422
H 2.28251 2.53576 -3.32598
P -0.79451 -2.40220 -0.05282
C -0.56038 -3.26604 1.53386
H -1.07456 -4.24032 1.44799
H -0.98186 -2.76574 2.41846
H 0.49829 -3.49346 1.73872
C -2.55089 -2.71477 -0.34342
H -2.73669 -3.78936 -0.15284
H -2.84789 -2.51298 -1.38387
H -3.21546 -2.13854 0.32333
C -0.03466 -3.66007 -1.09472
H -0.28355 -3.54216 -2.15728
H -0.43528 -4.64520 -0.78072
H 1.06164 -3.71353 -0.99881
P -1.81574 1.65742 -0.47186
C -1.35066 3.41321 -0.41381
H -2.14724 3.97163 -0.94148
H -0.39157 3.70498 -0.84599
H -1.32853 3.80579 0.62746
C -3.17217 1.34657 -1.62422
H -2.96012 1.71722 -2.63522
H -4.07409 1.90363 -1.29676
H -3.47394 0.28354 -1.69111
C -2.98113 1.97181 0.89514
H -3.59213 2.85760 0.62445
H -2.49598 2.20706 1.84832
H -3.68548 1.15128 1.05220
O -2.84660 -0.61816 3.06166
N -2.36115 -0.72074 1.93845
O -1.23168 -0.04857 1.83453

Atoms 1-3, force components in eV/Å:
In -0.0220 -0.1310 -0.0938
C 0.1217 1.6927 1.1355
C -1.4577 0.0698 2.0897

Computed properties:
ΔE to the lowest compared entry with this formula, charge and spin, kJ/mol: 14.92
Total charge: +1
Electronic energy, hartree: -2019.1324
Kohn-Sham gap, eV: 7.73
LUMO energy, eV: -2.88
Spin multiplicity: 1

Results of the Löwdin charge analysis, in e, for atoms 1 through 8: In 0.60; C -0.30; C -0.28; C -0.28; C -0.27; C -0.27; C -0.04; H 0.08



Molecular formula: C4H5NO
Method: DFT, ωB97M-V/def2-TZVPD

Element x y z (Å)
N -2.04535 -0.71291 -0.15280
C -1.56937 0.42483 0.12618
O -0.24732 0.70274 0.19730
C 0.68999 -0.36541 -0.07885
C 2.08479 1.44072 0.15512
C 2.16914 0.15126 0.02316
H -3.06535 -0.68121 -0.14406
H -2.14016 1.33505 0.34840
H 0.48403 -0.73318 -1.08564
H 0.51064 -1.15914 0.64536
H 3.12896 -0.40276 -0.03417

Atoms 1-3, force components in eV/Å:
N 0.2284 0.3672 0.0875
C 0.0949 -0.2012 -0.0522
O 0.2838 -0.0532 -0.0276

Computed properties:
ΔE to the lowest compared entry with this formula, charge and spin, kJ/mol: 458.89
Total charge: 0
Electronic energy, hartree: -285.2398
Kohn-Sham gap, eV: 10.33
LUMO energy, eV: -0.07
Spin multiplicity: 1

Results of the Löwdin charge analysis, in e, for atoms 1 through 8: N 0.11; C -0.31; O -0.13; C -0.20; C 0.19; C -0.20; H 0.05; H 0.14



Molecular formula: C5H8N
Method: DFT, ωB97M-V/def2-TZVPD

Element x y z (Å)
C -1.15300 1.73757 0.48734
C 1.18004 -0.57528 -1.00932
C 1.53701 -0.65252 0.44970
C -1.43810 -0.75684 0.04873
C 0.14429 -0.35797 0.05256
N -0.89288 0.59364 0.20166
H -0.20910 2.40826 0.57654
H -2.17191 2.26405 0.51768
H 1.66018 0.24354 -1.52543
H 1.02526 -1.54712 -1.70525
H 1.93853 -1.52739 0.94998
H 2.15619 0.15242 0.88313
H -1.81882 -0.95692 -0.90463
H -1.95770 -1.02543 0.97731

Atoms 1-3, force components in eV/Å:
C -1.9126 17.0014 4.3261
C 2.2025 -3.1058 -2.6563
C 1.2958 1.0215 0.1631

Computed properties:
ΔE to the lowest compared entry with this formula, charge and spin, kJ/mol: 582.46
Total charge: +1
Electronic energy, hartree: -249.4742
Expectation value of S²: 2.01
Kohn-Sham gap (alpha / beta), eV: 8.24 / 6.83
LUMO energy (alpha / beta), eV: -2.93 / -9.66
Spin multiplicity: 3

Results of the Löwdin charge analysis, in e, for atoms 1 through 8: C 0.00; C 0.02; C -0.01; C 0.15; C -0.21; N -0.06; H 0.13; H 0.13



Molecular formula: C8H14NOS
Method: DFT, ωB97M-V/def2-TZVPD

Element x y z (Å)
C 3.59954 1.33864 -0.30745
C 2.34616 1.17071 0.09490
C -1.14047 1.24851 0.08272
C 0.51072 -0.23800 1.33359
C 1.82174 -0.15950 0.47942
C -0.67714 -0.08897 0.52329
C -2.27163 1.29221 -0.95208
C -2.04696 -2.11653 0.39635
N -1.06849 -1.20349 -0.28321
O -0.59883 2.25963 0.54929
S 2.14579 -1.47447 -0.49611
H 3.98293 2.28814 -0.54109
H 4.28138 0.59133 -0.26848
H 1.69196 1.98652 0.22582
H 0.55266 -1.05465 1.94814
H 0.48433 0.66980 1.87540
H -2.42301 2.42502 -1.22935
H -3.08882 1.03551 -0.32018
H -2.19534 0.62420 -1.82259
H -1.66901 -3.06536 1.02919
H -2.66514 -1.45978 0.97535
H -2.69506 -2.59463 -0.37760
H -1.71046 -0.82000 -0.98996
H -0.36919 -1.75811 -0.71085
H 3.20236 -0.89673 -1.21450

Atoms 1-3, force components in eV/Å:
C -1.7819 1.3449 0.4159
C 0.3952 -1.7934 0.4566
C 1.9221 -0.7522 -0.0620

Computed properties:
ΔE to the lowest compared entry with this formula, charge and spin, kJ/mol: 304.44
Total charge: +1
Electronic energy, hartree: -841.0020
Kohn-Sham gap (alpha / beta), eV: 6.28 / 5.73
LUMO energy (alpha / beta), eV: -5.31 / -5.53
Spin multiplicity: 1

Results of the Löwdin charge analysis, in e, for atoms 1 through 8: C 0.08; C -0.13; C -0.41; C -0.17; C -0.45; C -0.23; C 0.00; C 0.00



Molecular formula: C5H11NO3
Method: DFT, ωB97M-V/def2-TZVPD

Element x y z (Å)
C -2.65075 -0.13803 -0.58716
C -1.22187 0.22020 -0.19899
C -1.19567 1.05648 1.07821
C -0.42481 -1.05817 -0.01407
O -0.34825 -1.68340 1.03117
O 0.20642 -1.46838 -1.13698
H -3.15011 -0.69804 0.21178
H -2.66856 -0.76292 -1.48642
H -3.23764 0.76416 -0.78766
H -0.76232 0.81765 -0.99474
H -1.75677 1.98724 0.94574
H -1.63204 0.51439 1.92446
H -0.16914 1.31941 1.35223
H 0.19950 -0.81032 -1.86132
N 3.75692 -0.30225 0.22378
C 2.59164 0.35341 -0.01279
O 2.24037 0.76422 -1.10969
H 4.34790 -0.53130 -0.56380
H 3.89846 -0.80218 1.09183
H 1.97670 0.45783 0.89442

Atoms 1-3, force components in eV/Å:
C -0.3413 -0.2225 -0.2437
C -0.0585 0.3633 0.5664
C 0.0491 0.0744 0.2556

Computed properties:
ΔE to the lowest compared entry with this formula, charge and spin, kJ/mol: 6.32
Total charge: 0
Electronic energy, hartree: -477.6231
Kohn-Sham gap, eV: 11.08
LUMO energy, eV: 0.81
Spin multiplicity: 1

Results of the Löwdin charge analysis, in e, for atoms 1 through 8: C -0.06; C -0.36; C -0.06; C -0.51; O 0.10; O 0.09; H 0.09; H 0.08